Record 1
{
  "formula": "C25H31Cl7N2O3PSiV",
  "method": "wB97M-V/def2-TZVPD",
  "elements": ["V", "Cl", "C", "C", "C", "Cl", "C", "Cl", "C", "Cl", "C", "Cl", "Cl", "C", "Cl", "H", "H", "C", "C", "C", "C", "Si", "O", "C", "C", "C", "C", "C", "C", "C", "C", "C", "C", "C", "C", "H", "H", "H", "H", "H", "H", "H", "H", "H", "H", "H", "H", "H", "H", "H", "H", "H", "H", "H", "N", "C", "P", "O", "O", "C", "N", "H", "H", "H", "H", "H", "H", "H", "H", "H", "H"],
  "coordinates": [[-8.86450, 6.83605, 12.51365], [-7.18850, 8.44504, 15.50902], [-7.06168, 8.93004, 13.91033], [-7.79007, 8.40419, 12.89069], [-7.52441, 8.64145, 11.52638], [-8.78059, 8.09338, 10.39200], [-6.47243, 9.44996, 11.16350], [-6.03933, 9.69263, 9.49649], [-5.85966, 10.16573, 12.20689], [-4.90777, 11.50740, 11.80391], [-6.11180, 9.92399, 13.56028], [-5.44894, 10.88664, 14.76376], [-9.94039, 2.12696, 13.32255], [-10.76139, 2.87938, 11.95025], [-10.05511, 4.38459, 11.29922], [-11.77609, 3.14858, 12.26148], [-10.79818, 2.21106, 11.09412], [-13.95792, 7.36019, 15.92870], [-12.47350, 7.03922, 15.82106], [-12.16992, 5.54864, 15.89229], [-11.61867, 7.74882, 16.86592], [-11.91761, 7.74740, 14.06612], [-10.38882, 7.24801, 13.58166], [-13.24870, 7.23791, 12.82410], [-14.05234, 6.08412, 12.92459], [-14.97958, 5.70229, 11.96808], [-15.07814, 6.40580, 10.75896], [-14.26204, 7.54518, 10.62014], [-13.33606, 7.90858, 11.59076], [-11.82330, 9.65745, 14.33925], [-12.69417, 10.36023, 15.25999], [-12.80485, 11.74422, 15.25705], [-12.04750, 12.51869, 14.41536], [-11.11896, 11.89301, 13.61131], [-10.99526, 10.47593, 13.57626], [-14.08907, 8.18795, 16.57043], [-14.48607, 6.50606, 16.36292], [-14.41749, 7.60752, 14.95829], [-12.56169, 5.07806, 16.81738], [-11.12207, 5.38800, 15.93087], [-12.51848, 5.00154, 15.03196], [-12.05938, 7.71867, 17.84861], [-11.31079, 8.76797, 16.59136], [-10.64550, 7.21972, 16.94051], [-13.96258, 5.45923, 13.83546], [-15.61018, 4.87773, 12.13061], [-15.65531, 6.02219, 9.92901], [-14.33630, 8.18532, 9.74538], [-12.67756, 8.78635, 11.42080], [-13.30419, 9.82848, 15.95606], [-13.47307, 12.24887, 15.92360], [-12.18310, 13.58084, 14.33841], [-10.49883, 12.45860, 12.91715], [-10.30654, 10.02478, 12.85390], [-4.77289, 6.23336, 10.13011], [-5.29855, 4.83907, 10.59903], [-5.80902, 5.24587, 12.31174], [-4.66240, 5.97219, 12.89027], [-7.25276, 5.75645, 12.16814], [-5.96860, 3.61400, 13.11921], [-6.40087, 3.86645, 14.55358], [-5.48071, 6.76226, 9.60653], [-3.89890, 6.12056, 9.60204], [-4.48389, 6.75888, 10.94557], [-4.41880, 4.18680, 10.58529], [-6.03171, 4.38466, 9.90151], [-4.99890, 3.08774, 13.20359], [-6.70039, 2.93528, 12.66043], [-7.36836, 3.50373, 14.67890], [-6.36301, 4.87848, 14.74496], [-5.73559, 3.44066, 15.18832]],
  "forces_ev_per_a": [[-3.82, -0.21, 1.53], [-0.49, -0.57, 1.03], [1.24, 1.06, -1.55], [-0.12, -0.56, -1.39], [0.44, 1.28, 1.70], [0.29, -0.41, 0.24], [-0.31, 0.18, -0.37], [-0.13, -0.10, 0.41], [0.17, 0.21, 0.14], [0.63, 0.30, -0.30], [-1.00, -0.50, -0.47], [0.53, 0.36, 0.42], [0.23, 0.33, -0.28], [-1.01, 0.15, -0.10], [0.39, 0.09, 0.11], [0.35, -0.14, 0.02], [0.15, -0.16, 0.27], [-0.22, -0.83, -0.60], [1.30, 0.37, -1.61], [-0.79, -0.20, 0.65], [1.39, -0.18, -0.24], [-0.43, 0.53, 1.71], [1.78, -0.89, -1.61], [0.55, -0.64, -1.33], [0.19, -0.13, 1.35], [0.74, 1.08, -1.01], [1.19, 0.56, 0.74], [-0.21, -0.30, -0.44], [0.13, 0.71, 0.59], [-0.84, 0.44, 0.50], [0.76, -0.20, -1.28], [-0.05, -0.71, 0.40], [0.75, -0.18, -0.84], [0.60, -1.02, -0.69], [-0.43, 0.71, -0.26], [-0.38, 0.86, 0.78], [-0.14, 0.10, -0.08], [-0.05, -0.12, 0.51], [-0.10, 0.23, -0.43], [1.23, -0.09, -0.04], [-0.37, -0.35, -0.20], [-0.26, 0.15, 0.45], [-0.53, -0.20, 0.34], [-0.41, 0.13, 0.09], [-0.33, 0.53, -0.65], [-0.56, -1.08, 0.24], [-0.37, 0.29, 0.15], [0.01, -0.31, -0.10], [-0.64, -0.48, 0.03], [-0.25, -0.29, 0.14], [-0.42, -0.05, 0.36], [0.00, 0.30, 0.18], [-0.11, 0.05, 0.24], [-0.08, 0.18, 0.22], [-0.13, -1.41, -0.79], [0.56, 0.53, -0.62], [-0.66, -0.98, -0.98], [-0.60, 0.45, 0.25], [0.87, -0.42, 0.79], [0.41, -0.75, 0.44], [-0.63, 0.30, -0.59], [0.33, 0.03, -0.04], [-0.48, 0.09, -0.39], [-0.01, 0.45, 0.86], [-0.14, 0.12, 0.25], [0.26, 0.80, 0.38], [-0.42, 0.40, -0.38], [0.16, 0.33, 0.04], [0.71, 0.33, 0.35], [-0.26, -0.20, 0.29], [-0.13, -0.34, 0.43]],
  "e_lumo_ev": [-6.539, -6.166],
  "spin_multiplicity": 3,
  "gap_ev": [6.0, 6.3],
  "total_charge": 2,
  "de_lowest_kcal_mol": 3.2,
  "max_force_ev_per_a": 4.1,
  "homo_energy_ev": [-12.51, -12.51],
  "total_energy_ev": -166049.0739
}

Record 2
{
  "formula": "C25H31F4N6O4PW",
  "method": "wB97M-V/def2-TZVPD",
  "elements": ["W", "C", "C", "N", "C", "C", "C", "C", "N", "C", "C", "F", "C", "F", "C", "C", "F", "C", "F", "H", "H", "H", "H", "H", "H", "H", "H", "H", "H", "H", "H", "H", "H", "H", "O", "C", "O", "C", "C", "C", "C", "C", "C", "N", "O", "O", "H", "H", "H", "H", "C", "N", "C", "N", "C", "N", "C", "P", "C", "C", "H", "H", "H", "H", "H", "H", "H", "H", "H", "H", "H", "H"],
  "coordinates": [[0.20110, -0.96952, -0.92324], [1.31450, -1.23608, -3.88713], [2.37013, -0.67213, -2.94369], [2.27394, -1.21877, -1.53870], [3.35787, -0.61838, -0.69193], [3.33563, 0.89497, -0.62340], [2.48149, -2.70673, -1.58679], [1.85396, -3.38862, -0.39055], [0.50784, -2.79576, -0.24636], [-0.51259, -3.51577, 0.41084], [-1.78404, -2.96548, 0.33996], [-1.86042, -1.75946, -0.35368], [-2.90664, -3.50773, 0.91206], [-4.07004, -2.88828, 0.78627], [-2.78122, -4.68958, 1.62056], [-1.52832, -5.25963, 1.72759], [-1.36845, -6.37769, 2.40972], [-0.39732, -4.69063, 1.14517], [0.78272, -5.27945, 1.32482], [1.20819, -0.56106, -4.73554], [0.30782, -1.30602, -3.44132], [1.56159, -2.21889, -4.28129], [2.25938, 0.40589, -2.86873], [3.37532, -0.88643, -3.31539], [4.31243, -0.95864, -1.10171], [3.25386, -1.05927, 0.30001], [3.63754, 1.36272, -1.55713], [4.03741, 1.22552, 0.14235], [2.34410, 1.27527, -0.36672], [3.54827, -2.91761, -1.67077], [1.99068, -3.08469, -2.47968], [2.42248, -3.25898, 0.53146], [1.78805, -4.45635, -0.58839], [-3.64071, -5.15327, 2.08576], [0.87020, 2.37988, -2.54189], [-0.19352, 1.95347, -2.23008], [-0.22725, 0.62255, -1.74272], [-1.49432, 2.62826, -2.24466], [-2.69182, 1.97241, -1.95268], [-3.88772, 2.66786, -1.99072], [-3.89486, 4.01942, -2.31240], [-2.69447, 4.64521, -2.59535], [-1.48873, 3.98193, -2.57539], [-2.69828, 6.09063, -2.93306], [-1.62322, 6.59901, -3.15778], [-3.77266, 6.64249, -2.95223], [-2.69651, 0.91687, -1.71497], [-4.81891, 2.16240, -1.77722], [-4.81142, 4.59121, -2.35004], [-0.57232, 4.50492, -2.80948], [0.31566, 0.11466, 4.37764], [1.42120, 0.71252, 3.62812], [1.11823, 2.11858, 3.35715], [-0.15293, 2.29896, 2.65215], [-1.22502, 1.66382, 3.42204], [-0.97040, 0.24851, 3.69301], [-1.02647, -0.55844, 2.48521], [0.27726, 0.00112, 1.28855], [1.74499, -0.02789, 2.42438], [-0.09692, 1.82320, 1.28674], [0.24481, 0.62200, 5.33929], [0.52599, -0.94026, 4.55994], [1.92633, 2.56294, 2.77414], [1.05590, 2.64103, 4.31104], [-2.17002, 1.77038, 2.88745], [-1.30948, 2.18206, 4.37653], [-2.01141, -0.46440, 2.02013], [-0.86654, -1.61002, 2.73642], [2.60728, 0.41866, 1.92965], [1.98980, -1.06394, 2.67343], [-1.05439, 1.98654, 0.78492], [0.67543, 2.35801, 0.72832]],
  "forces_ev_per_a": [[0.05, -0.11, 0.02], [0.04, 0.01, 0.00], [-0.02, -0.01, 0.02], [-0.01, 0.01, -0.04], [0.01, 0.01, 0.02], [-0.05, 0.00, 0.02], [0.00, 0.00, 0.01], [-0.01, 0.01, -0.02], [-0.05, 0.03, 0.02], [0.02, -0.01, 0.00], [0.00, -0.01, 0.01], [0.03, 0.01, -0.01], [-0.01, 0.01, -0.01], [0.00, 0.00, 0.00], [-0.02, 0.00, 0.00], [0.01, -0.01, 0.01], [0.00, 0.00, 0.00], [-0.01, 0.00, -0.01], [0.00, 0.00, 0.00], [-0.02, 0.00, 0.00], [-0.02, -0.01, 0.00], [-0.01, 0.00, 0.00], [0.01, 0.01, -0.01], [0.00, 0.00, -0.01], [0.01, 0.01, 0.00], [0.00, -0.01, 0.00], [0.01, 0.01, -0.01], [0.01, -0.01, 0.00], [0.01, 0.01, -0.01], [0.00, 0.00, 0.01], [0.00, 0.00, 0.00], [0.00, 0.01, 0.00], [0.00, 0.00, 0.00], [0.00, 0.00, 0.00], [0.00, -0.02, -0.02], [0.01, 0.04, 0.03], [0.03, 0.04, 0.00], [-0.01, -0.01, -0.01], [-0.01, 0.00, -0.01], [0.00, 0.00, 0.01], [0.00, 0.00, 0.00], [0.00, 0.01, 0.00], [0.00, -0.01, 0.00], [0.00, 0.00, 0.00], [0.00, 0.00, 0.00], [0.00, 0.00, 0.00], [0.00, 0.00, 0.00], [0.00, 0.00, 0.00], [0.00, 0.00, 0.00], [0.00, 0.00, 0.00], [0.00, 0.00, -0.01], [0.03, 0.00, 0.04], [0.00, 0.00, 0.00], [0.01, 0.00, -0.01], [0.00, 0.00, 0.00], [-0.01, -0.01, -0.01], [0.01, 0.01, 0.03], [-0.02, 0.01, -0.01], [-0.05, -0.05, -0.07], [0.01, 0.00, 0.02], [0.00, 0.00, 0.00], [0.00, 0.00, 0.00], [0.00, 0.00, 0.00], [-0.01, 0.00, 0.00], [0.00, 0.00, 0.00], [0.00, 0.00, 0.00], [-0.01, 0.00, 0.00], [0.00, -0.01, 0.00], [0.02, 0.03, 0.00], [0.00, 0.00, 0.00], [0.00, 0.00, 0.00], [-0.01, -0.01, 0.01]],
  "e_lumo_ev": -7.406,
  "gap_ev": 6.7,
  "total_charge": 2,
  "max_force_ev_per_a": 0.1,
  "homo_energy_ev": -14.12,
  "total_energy_ev": -65524.4679
}

Record 3
{
  "formula": "C25H31FeN7O4PS2",
  "method": "wB97M-V/def2-TZVPD",
  "elements": ["Fe", "N", "C", "S", "N", "N", "C", "C", "C", "C", "C", "C", "C", "O", "H", "H", "H", "H", "H", "H", "H", "O", "O", "C", "N", "C", "N", "C", "N", "C", "P", "C", "C", "H", "H", "H", "H", "H", "H", "H", "H", "H", "H", "H", "H", "S", "C", "N", "C", "C", "C", "C", "C", "C", "C", "O", "C", "C", "C", "H", "H", "H", "H", "H", "H", "H", "H", "H", "H", "H", "H"],
  "coordinates": [[-1.63439, -0.02730, -0.20128], [0.76742, 3.45329, -0.04410], [-0.25373, 2.55117, -0.29915], [-1.19085, 1.97749, 1.02875], [-0.42985, 2.20454, -1.54001], [-1.47350, 1.27534, -1.63408], [-2.30853, 1.44691, -2.58675], [-3.55897, 0.72988, -2.68183], [-4.26681, 0.78270, -3.88796], [-5.52716, 0.23865, -4.02202], [-6.11144, -0.34706, -2.89304], [-5.45733, -0.39157, -1.68619], [-4.14242, 0.12754, -1.51993], [-3.57516, 0.06358, -0.36997], [0.68398, 3.93395, 0.83515], [0.99179, 4.04274, -0.83236], [-2.10066, 2.23493, -3.31069], [-3.79513, 1.27077, -4.73577], [-6.05286, 0.27022, -4.96706], [-7.10507, -0.77703, -2.97232], [-5.91472, -0.84601, -0.81559], [0.39847, -0.22283, 0.09343], [0.80294, -1.69124, 0.10298], [3.09365, 0.50789, -3.16711], [2.03950, -0.37698, -3.65559], [2.61716, -1.67348, -3.98570], [3.32517, -2.28922, -2.86198], [4.32497, -1.35672, -2.35595], [3.81924, -0.02884, -2.01000], [2.89816, -0.07003, -0.86347], [1.48027, -1.16280, -1.20878], [0.86127, -0.45010, -2.77750], [2.34122, -2.65022, -1.82909], [2.65752, 1.47201, -2.90361], [3.80879, 0.64890, -3.98073], [3.33014, -1.52861, -4.80156], [1.82386, -2.34463, -4.31759], [5.08476, -1.23298, -3.13215], [4.79857, -1.79409, -1.47379], [2.51602, 0.93236, -0.67004], [3.40466, -0.41741, 0.04067], [0.46708, 0.54532, -2.58959], [0.09415, -1.07793, -3.22462], [1.60830, -3.33904, -2.25851], [2.83040, -3.15440, -0.98988], [-1.16067, -3.69216, -3.24736], [-1.46634, -2.49659, -2.15456], [-1.66225, -1.62745, -1.41011], [-1.17534, -5.00410, 6.70618], [-1.16332, -4.03583, 5.55456], [-2.03506, -4.18795, 4.48879], [-2.05429, -3.30746, 3.40870], [-3.02446, -3.56174, 2.29364], [-1.14222, -2.23357, 3.42740], [-1.09416, -1.26629, 2.32641], [-1.88811, -1.25732, 1.40372], [-0.24005, -2.06648, 4.49353], [0.75681, -0.93638, 4.52913], [-0.26965, -2.97082, 5.54393], [-1.90964, -5.79350, 6.55039], [-1.41814, -4.49578, 7.64151], [-0.19758, -5.47179, 6.83601], [-2.72990, -5.02087, 4.48590], [-3.59523, -4.46587, 2.50700], [-2.51295, -3.67774, 1.33740], [-3.70913, -2.72588, 2.15415], [-0.30310, -0.50857, 2.34310], [0.27473, 0.04148, 4.49421], [1.44711, -0.97829, 3.68469], [1.34204, -0.99061, 5.44642], [0.42143, -2.84474, 6.37096]],
  "forces_ev_per_a": [[-0.06, 0.01, 0.11], [0.07, -0.01, -0.16], [0.06, 0.04, -0.15], [-0.18, -0.06, 0.35], [0.04, 0.17, 0.01], [-0.06, -0.01, 0.05], [0.06, -0.01, 0.07], [0.01, -0.02, 0.05], [-0.11, -0.05, -0.01], [0.13, 0.07, -0.02], [-0.07, -0.06, 0.07], [0.00, 0.02, -0.02], [-0.03, -0.01, -0.06], [-0.04, 0.04, -0.02], [-0.04, -0.01, 0.02], [0.01, 0.01, 0.02], [0.03, 0.01, -0.01], [0.00, 0.00, 0.00], [0.01, 0.01, -0.01], [0.01, 0.00, 0.02], [-0.01, 0.00, -0.01], [-0.14, -0.33, -0.42], [-0.37, -0.30, 0.32], [-0.10, -0.12, -0.05], [0.07, 0.13, -0.13], [-0.02, 0.03, 0.00], [-0.05, -0.12, -0.08], [0.05, -0.01, 0.03], [-0.09, 0.10, 0.01], [0.04, -0.05, -0.13], [0.35, 0.82, 0.12], [0.10, -0.23, 0.08], [-0.05, -0.11, 0.02], [0.00, 0.00, 0.02], [0.03, 0.02, 0.00], [0.01, 0.00, 0.01], [0.00, 0.00, 0.00], [0.00, 0.02, 0.01], [0.01, 0.01, -0.01], [0.01, 0.02, 0.04], [0.06, -0.04, -0.03], [0.09, -0.03, -0.03], [0.06, 0.03, -0.06], [-0.02, -0.02, 0.05], [0.06, 0.01, -0.04], [0.09, 0.04, 0.07], [-0.21, -0.27, -0.17], [0.18, 0.23, 0.20], [0.00, -0.01, 0.02], [0.00, -0.05, 0.06], [-0.07, 0.02, -0.10], [0.19, 0.01, 0.26], [-0.03, 0.01, -0.07], [-0.15, -0.08, -0.11], [0.06, 0.14, 0.06], [-0.01, 0.01, -0.19], [-0.05, -0.10, 0.05], [0.05, 0.05, 0.00], [0.02, 0.06, -0.06], [0.00, 0.00, 0.00], [0.00, 0.01, -0.01], [0.01, 0.01, -0.01], [0.01, -0.01, 0.02], [0.00, 0.00, -0.02], [0.01, 0.01, 0.00], [0.00, 0.00, 0.01], [0.02, -0.01, -0.03], [-0.02, -0.01, 0.00], [-0.01, -0.02, 0.00], [0.01, 0.00, 0.00], [0.00, 0.00, 0.00]],
  "e_lumo_ev": 2.290,
  "gap_ev": 6.2,
  "total_charge": -1,
  "de_lowest_kcal_mol": 0.0,
  "max_force_ev_per_a": 0.9,
  "homo_energy_ev": -3.92,
  "total_energy_ev": -110396.3872
}